# 1
13
Properties=species:S:1:pos:R:3:lowdin_charge:R:1 method="wB97M-V/def2-TZVPD" de_lowest_kj_mol=90.80 lumo_energy_ev=-0.5 multiplicity=1 charge=0 fmax_ha_per_bohr=0.03734
C -0.03032 0.85551 0.07149 -0.31
C -2.30579 0.19565 -0.41073 -0.23
C 0.73500 -0.47263 0.17654 -0.95
H 0.13847 2.85824 0.44689 0.14
H 1.60789 1.83751 0.54860 0.09
H -3.16346 0.55286 -1.02135 0.14
H -3.41682 -1.39638 0.07820 0.13
H -1.65661 -1.44952 0.56034 0.07
N 0.59302 1.94708 0.46608 0.18
N -1.32843 1.03361 -0.31434 0.11
N -2.44381 -1.03880 0.05505 0.15
O 0.09687 -1.42400 0.59942 -0.08
S 2.34855 -0.50470 -0.36746 0.56

=====

# 2
25
Properties=species:S:1:pos:R:3:lowdin_charge:R:1 method="wB97M-V/def2-TZVPD" de_lowest_kj_mol=621.37 lumo_energy_ev="-0.3 / -0.3" multiplicity=1 charge=0 fmax_ha_per_bohr=0.06620
C 3.46838 0.59649 0.33690 -0.05
C 2.79300 1.61850 -0.38579 -0.08
C 2.74106 -0.54048 0.53608 -0.03
C 1.42370 1.57931 -0.63530 -0.10
C 1.33694 -0.59939 0.31660 -0.21
C 0.64567 0.49992 -0.24532 -0.30
C -2.44264 2.05087 1.51654 0.04
C -1.64440 0.65038 -1.96137 -0.35
C -0.52066 -2.16544 -0.10107 -0.27
C -1.52208 -1.09826 0.28897 -0.31
N 0.71718 -1.85854 0.47850 -0.01
S -1.19287 0.68835 -0.29818 0.96
H 4.45853 0.58217 0.65941 0.09
H 3.28279 2.51383 -0.60594 0.08
H 3.26325 -1.34110 0.94247 0.09
H 0.97042 2.47579 -1.14249 0.13
H -3.33031 2.52932 0.94667 -0.04
H -1.58009 2.65014 1.50554 -0.14
H -2.44558 1.38362 -2.07095 -0.03
H -0.98417 0.64542 -2.76305 -0.04
H -0.91121 -3.11047 0.25138 0.12
H -0.59380 -2.28336 -1.19013 0.12
H -2.58423 -1.26854 -0.15168 0.11
H -1.64608 -0.99052 1.39182 0.08
H 0.92529 -2.41930 1.31073 0.15

=====

# 3
17
Properties=species:S:1:pos:R:3:lowdin_charge:R:1 method="wB97M-V/def2-TZVPD" de_lowest_kj_mol=28.36 lumo_energy_ev="3.0 / 3.1" multiplicity=2 charge=-1 fmax_ha_per_bohr=0.04400
O -0.87548 1.09950 -1.37349 -0.07
C -0.02597 0.27198 -0.99734 -0.60
O 1.28878 0.35863 -1.30864 -0.02
C -0.36505 -0.85018 -0.04746 -0.26
C -0.38366 -0.39234 1.39911 -0.22
H 1.90068 0.73038 -0.63276 0.05
H -1.34167 -1.27684 -0.32334 0.08
H 0.37374 -1.65438 -0.09914 0.07
H -0.90309 -1.13450 2.06104 0.03
H 0.63483 -0.23282 1.75677 0.03
H -0.91350 0.57443 1.48633 0.06
H 3.57679 -0.23524 0.88897 0.04
H 4.33001 0.67379 -0.08235 0.05
O 3.44479 0.31310 0.10985 -0.13
H -4.33284 0.94467 -0.84437 0.04
H -2.75487 0.61078 -1.10082 0.01
O -3.65350 0.19904 -0.89238 -0.17